Entry 1:
DFT (the ωB97M-V functional and the def2-TZVPD basis) results for a 10-piece molecular cluster, C60H180N30O10P10 overall in a non-equilibrium geometry.

Values from the calculation:
HOMO-LUMO gap: 0.3046 Eh
SMILES: CN(C)P(=O)(N(C)C)N(C)C.CN(C)P(=O)(N(C)C)N(C)C.CN(C)P(=O)(N(C)C)N(C)C.CN(C)P(=O)(N(C)C)N(C)C.CN(C)P(=O)(N(C)C)N(C)C.CN(C)P(=O)(N(C)C)N(C)C.CN(C)P(=O)(N(C)C)N(C)C.CN(C)P(=O)(N(C)C)N(C)C.CN(C)P(=O)(N(C)C)N(C)C.CN(C)P(=O)(N(C)C)N(C)C
total energy: -8203.1427 hartree
E_HOMO: -8.1 eV

Last column: Löwdin charge in e.
Geometry (Å):
C1 -8.749 -30.101 14.999  -0.10
N1 -9.235 -29.773 16.327  -0.31
C2 -8.248 -29.374 17.284  -0.12
P1 -10.874 -29.612 16.790  0.49
O1 -11.609 -30.554 15.892  -0.30
N2 -11.125 -29.866 18.386  -0.30
C3 -10.744 -28.960 19.447  -0.11
C4 -11.449 -31.256 18.769  -0.08
N3 -11.109 -28.050 16.622  -0.29
C5 -12.421 -27.458 16.824  -0.06
C6 -10.259 -27.326 15.738  -0.11
H1 -7.917 -30.825 15.024  0.08
H2 -8.375 -29.188 14.526  0.07
H3 -9.496 -30.591 14.401  0.05
H4 -7.420 -30.032 17.107  0.07
H5 -8.565 -29.581 18.323  0.07
H6 -7.944 -28.312 17.313  0.07
H7 -9.809 -29.267 19.950  0.08
H8 -10.582 -27.971 18.993  0.07
H9 -11.553 -28.943 20.182  0.09
H10 -12.129 -31.255 19.625  0.08
H11 -11.907 -31.784 17.966  0.06
H12 -10.520 -31.787 19.014  0.08
H13 -12.912 -28.150 17.455  0.07
H14 -12.313 -26.491 17.246  0.04
H15 -13.061 -27.435 15.940  0.10
H16 -9.259 -27.675 15.636  0.04
H17 -10.198 -26.319 16.176  0.07
H18 -10.719 -27.213 14.731  0.10
C7 2.917 -34.618 11.214  -0.11
N4 1.832 -33.858 11.815  -0.32
C8 2.237 -32.782 12.712  -0.11
P2 0.534 -34.739 12.373  0.50
O2 0.482 -36.043 11.707  -0.27
N5 0.467 -34.975 14.025  -0.31
C9 0.426 -33.868 15.045  -0.10
C10 0.162 -36.222 14.658  -0.14
N6 -0.651 -33.581 12.161  -0.31
C11 -1.902 -33.876 12.809  -0.10
C12 -0.810 -32.938 10.907  -0.12
H19 3.325 -33.947 10.448  0.09
H20 2.564 -35.484 10.671  0.07
H21 3.646 -34.900 12.018  0.10
H22 2.697 -33.206 13.598  0.07
H23 1.353 -32.202 13.001  0.06
H24 3.073 -32.223 12.300  0.07
H25 1.422 -33.884 15.501  0.08
H26 0.191 -32.909 14.548  0.06
H27 -0.291 -34.105 15.809  0.07
H28 0.822 -36.380 15.538  0.09
H29 -0.853 -36.248 15.075  0.08
H30 0.353 -37.082 14.017  0.08
H31 -2.577 -34.142 11.998  0.08
H32 -1.739 -34.665 13.550  0.07
H33 -2.423 -33.023 13.291  0.08
H34 0.095 -33.173 10.364  0.07
H35 -0.822 -31.838 10.910  0.08
H36 -1.701 -33.323 10.401  0.09
C13 -11.686 -33.703 10.909  -0.13
N7 -10.725 -32.980 11.666  -0.30
C14 -11.172 -32.440 12.985  -0.06
P3 -9.704 -32.018 10.838  0.43
O3 -10.172 -30.797 10.197  -0.26
N8 -8.541 -31.693 11.950  -0.29
C15 -7.653 -30.605 11.648  -0.11
C16 -7.836 -32.784 12.559  -0.12
N9 -9.236 -32.989 9.643  -0.32
C17 -8.822 -32.390 8.391  -0.09
C18 -8.715 -34.300 9.906  -0.12
H37 -12.704 -33.332 10.989  0.08
H38 -11.710 -34.715 11.310  0.09
H39 -11.476 -33.709 9.841  0.08
H40 -11.728 -33.210 13.501  0.09
H41 -11.821 -31.573 12.843  0.09
H42 -10.251 -32.220 13.511  0.04
H43 -6.745 -30.977 11.178  0.09
H44 -8.211 -29.816 11.160  0.06
H45 -7.372 -30.168 12.588  0.05
H46 -7.154 -33.206 11.801  0.08
H47 -7.231 -32.496 13.445  0.08
H48 -8.480 -33.568 12.971  0.09
H49 -9.068 -33.014 7.538  0.08
H50 -9.321 -31.442 8.253  0.07
H51 -7.719 -32.210 8.465  0.09
H52 -7.623 -34.374 9.840  0.09
H53 -9.127 -34.974 9.124  0.10
H54 -9.141 -34.594 10.837  0.06
C19 -9.160 -23.108 21.199  -0.09
N10 -9.400 -22.784 19.783  -0.33
C20 -8.936 -21.489 19.282  -0.10
P4 -10.001 -23.941 18.770  0.50
O4 -10.218 -25.207 19.484  -0.28
N11 -11.311 -23.128 18.143  -0.30
C21 -12.095 -23.791 17.139  -0.11
C22 -12.089 -22.475 19.187  -0.09
N12 -9.141 -24.247 17.371  -0.30
C23 -8.746 -23.208 16.470  -0.13
C24 -8.137 -25.262 17.415  -0.15
H55 -9.487 -24.154 21.405  0.08
H56 -9.665 -22.330 21.782  0.08
H57 -8.100 -23.189 21.451  0.08
H58 -7.852 -21.487 19.249  0.09
H59 -9.261 -20.665 19.902  0.08
H60 -9.419 -21.327 18.316  0.06
H61 -11.534 -24.231 16.335  0.07
H62 -12.610 -24.665 17.540  0.07
H63 -12.722 -23.040 16.703  0.08
H64 -11.368 -21.931 19.785  0.06
H65 -12.745 -21.751 18.685  0.10
H66 -12.628 -23.115 19.846  0.08
H67 -7.673 -22.875 16.648  0.11
H68 -8.853 -23.465 15.396  0.09
H69 -9.378 -22.355 16.628  0.05
H70 -7.197 -24.843 17.804  0.09
H71 -7.871 -25.679 16.432  0.07
H72 -8.419 -26.061 18.067  0.06
C25 -2.243 -31.782 17.770  -0.12
N13 -1.149 -31.526 18.657  -0.29
C26 0.021 -30.825 18.045  -0.07
P5 -1.350 -31.520 20.270  0.45
O5 -0.055 -31.274 20.924  -0.27
N14 -2.429 -30.290 20.617  -0.28
C27 -2.544 -29.999 22.035  -0.11
C28 -2.065 -29.119 19.891  -0.15
N15 -2.120 -32.817 20.886  -0.31
C29 -3.452 -33.165 20.417  -0.12
C30 -1.390 -33.910 21.533  -0.08
H73 -1.920 -31.918 16.726  0.07
H74 -3.010 -30.962 17.733  0.09
H75 -2.771 -32.697 18.042  0.06
H76 0.275 -31.410 17.155  0.08
H77 0.843 -30.853 18.739  0.07
H78 -0.123 -29.782 17.743  0.05
H79 -3.467 -29.513 22.351  0.09
H80 -2.430 -30.905 22.583  0.07
H81 -1.756 -29.337 22.362  0.08
H82 -1.712 -29.336 18.899  0.04
H83 -2.945 -28.442 19.694  0.09
H84 -1.349 -28.514 20.459  0.09
H85 -4.082 -33.382 21.293  0.09
H86 -3.901 -32.333 19.918  0.06
H87 -3.362 -34.123 19.873  0.09
H88 -0.625 -33.552 22.181  0.07
H89 -0.908 -34.547 20.768  0.09
H90 -2.117 -34.591 22.004  0.09
C31 1.622 -22.904 12.830  -0.08
N16 0.202 -22.736 13.166  -0.28
C32 0.006 -22.148 14.470  -0.10
P6 -0.829 -22.444 11.908  0.43
O6 -0.780 -21.253 11.092  -0.27
N17 -0.531 -23.683 10.987  -0.31
C33 -0.551 -25.022 11.512  -0.10
C34 -0.531 -23.608 9.529  -0.09
N18 -2.345 -22.488 12.618  -0.30
C35 -2.815 -23.493 13.525  -0.14
C36 -3.376 -21.605 12.091  -0.11
H91 1.746 -23.263 11.845  0.07
H92 2.087 -23.632 13.484  0.05
H93 2.157 -21.964 12.965  0.09
H94 0.340 -22.805 15.272  0.07
H95 -1.053 -22.079 14.677  0.06
H96 0.489 -21.172 14.548  0.09
H97 -1.350 -25.618 10.993  0.08
H98 0.384 -25.530 11.251  0.09
H99 -0.744 -24.998 12.554  0.03
H100 -0.262 -22.602 9.153  0.09
H101 0.239 -24.272 9.120  0.08
H102 -1.455 -23.958 9.080  0.07
H103 -3.183 -23.162 14.482  0.07
H104 -3.632 -24.069 13.027  0.09
H105 -2.063 -24.256 13.751  0.04
H106 -2.777 -20.765 11.674  0.08
H107 -4.086 -21.277 12.878  0.08
H108 -4.047 -22.111 11.368  0.08
C37 0.771 -25.594 15.398  -0.10
N19 1.179 -26.957 15.120  -0.27
C38 0.716 -27.873 16.126  -0.15
P7 2.613 -27.232 14.382  0.44
O7 2.851 -25.986 13.648  -0.28
N20 3.856 -27.581 15.363  -0.32
C39 4.007 -28.835 16.034  -0.11
C40 4.696 -26.469 15.748  -0.09
N21 2.486 -28.606 13.509  -0.29
C41 1.315 -28.750 12.688  -0.11
C42 3.732 -28.899 12.846  -0.13
H109 -0.239 -25.437 14.964  0.06
H110 1.485 -24.905 14.935  0.05
H111 0.695 -25.450 16.517  0.10
H112 -0.363 -27.808 16.274  0.07
H113 1.208 -27.694 17.081  0.08
H114 0.957 -28.891 15.936  0.06
H115 3.329 -28.847 16.939  0.09
H116 3.841 -29.694 15.396  0.07
H117 5.002 -28.910 16.440  0.08
H118 5.763 -26.739 15.732  0.09
H119 4.534 -25.583 15.134  0.08
H120 4.465 -26.221 16.783  0.08
H121 1.533 -28.482 11.654  0.08
H122 0.920 -29.763 12.753  0.06
H123 0.600 -27.990 12.992  0.07
H124 3.731 -29.936 12.486  0.07
H125 4.600 -28.681 13.491  0.08
H126 3.893 -28.338 11.880  0.10
C43 -8.040 -23.468 10.081  -0.06
N22 -9.372 -24.053 10.464  -0.30
C44 -10.126 -23.218 11.371  -0.11
P8 -9.893 -25.425 9.832  0.47
O8 -8.904 -25.781 8.774  -0.30
N23 -10.085 -26.511 11.096  -0.29
C45 -10.593 -27.822 10.637  -0.09
C46 -9.000 -26.542 12.038  -0.11
N24 -11.443 -25.258 9.235  -0.30
C47 -12.433 -24.984 10.245  -0.15
C48 -11.528 -24.381 8.095  -0.12
H127 -7.329 -23.459 10.927  0.08
H128 -8.187 -22.452 9.663  0.09
H129 -7.528 -24.107 9.408  0.04
H130 -9.475 -22.774 12.089  0.07
H131 -10.925 -23.806 11.829  0.07
H132 -10.661 -22.435 10.790  0.09
H133 -9.832 -28.397 10.093  0.06
H134 -10.947 -28.410 11.504  0.09
H135 -11.402 -27.624 9.959  0.07
H136 -8.242 -27.289 11.814  0.07
H137 -8.509 -25.574 12.014  0.07
H138 -9.346 -26.732 13.041  0.05
H139 -12.260 -25.575 11.131  0.07
H140 -12.459 -23.920 10.479  0.06
H141 -13.433 -25.234 9.826  0.10
H142 -11.966 -23.392 8.310  0.09
H143 -12.164 -24.826 7.305  0.09
H144 -10.564 -24.455 7.589  0.07
C49 -2.540 -30.563 7.209  -0.12
N25 -3.709 -29.806 7.487  -0.30
C50 -4.897 -30.294 6.844  -0.10
P9 -3.872 -29.086 8.978  0.49
O9 -4.279 -29.912 10.138  -0.30
N26 -2.451 -28.361 9.274  -0.29
C51 -1.674 -27.546 8.398  -0.11
C52 -1.772 -28.579 10.534  -0.10
N27 -5.108 -28.046 8.672  -0.31
C53 -6.486 -28.385 9.004  -0.09
C54 -4.876 -26.782 8.049  -0.11
H145 -2.720 -31.607 7.347  0.07
H146 -1.714 -30.309 7.878  0.08
H147 -2.353 -30.438 6.144  0.09
H148 -5.348 -31.243 7.185  0.09
H149 -4.698 -30.385 5.786  0.08
H150 -5.681 -29.526 6.938  0.07
H151 -2.220 -27.393 7.435  0.10
H152 -1.502 -26.565 8.830  0.06
H153 -0.706 -27.974 8.284  0.07
H154 -1.830 -27.684 11.139  0.05
H155 -2.213 -29.403 11.097  0.06
H156 -0.707 -28.783 10.319  0.09
H157 -6.492 -29.097 9.830  0.05
H158 -7.056 -27.487 9.255  0.07
H159 -6.951 -28.824 8.146  0.06
H160 -4.031 -26.243 8.452  0.06
H161 -5.715 -26.084 8.208  0.09
H162 -4.736 -26.884 6.962  0.09
C55 -4.842 -27.126 12.143  -0.07
N28 -4.832 -27.042 13.635  -0.26
C56 -5.736 -26.100 14.257  -0.10
P10 -3.390 -27.414 14.319  0.48
O10 -2.148 -26.706 13.953  -0.28
N29 -3.550 -27.077 15.958  -0.32
C57 -2.990 -25.995 16.640  -0.13
C58 -4.485 -27.889 16.674  -0.11
N30 -3.222 -28.975 13.925  -0.25
C59 -4.275 -29.893 13.527  -0.10
C60 -1.911 -29.586 14.214  -0.07
H163 -3.787 -27.007 11.793  0.08
H164 -5.424 -26.312 11.727  0.08
H165 -5.275 -28.029 11.721  0.05
H166 -6.694 -26.615 14.450  0.07
H167 -6.029 -25.301 13.598  0.07
H168 -5.349 -25.664 15.156  0.06
H169 -2.249 -26.349 17.375  0.09
H170 -2.445 -25.371 15.916  0.07
H171 -3.722 -25.407 17.179  0.08
H172 -3.992 -28.339 17.529  0.06
H173 -5.338 -27.280 17.067  0.08
H174 -4.910 -28.662 15.997  0.08
H175 -5.149 -29.391 13.154  0.04
H176 -3.851 -30.524 12.755  0.07
H177 -4.590 -30.496 14.387  0.08
H178 -1.487 -29.085 15.077  0.05
H179 -1.175 -29.655 13.422  0.05
H180 -2.019 -30.624 14.514  0.06

Cartesian forces (eV/Å) of the 2 atoms listed first:
0.25 0.05 0.62
-1.09 -0.33 1.16


Entry 2:
DFT (the ωB97M-V functional and the def2-TZVPD basis) results for a 6-piece molecular cluster, C39H48BF7N6O8P overall in a non-equilibrium geometry.

Values from the calculation:
HOMO-LUMO gap: 0.2461 Eh
total energy: -3510.4149 hartree
net charge: +1
E_HOMO: -10.4 eV

Last column: Löwdin charge in e.
Geometry (Å):
C1 -0.635 3.812 -0.209  -0.01
O1 -0.491 3.314 -1.558  0.08
B1 -0.154 2.017 -1.621  -0.66
O2 0.503 1.431 -0.560  0.17
C2 -0.578 1.218 -2.949  -0.10
C3 0.302 1.979 -4.004  -0.01
C4 1.312 1.143 -4.794  -0.36
C5 2.634 0.815 -4.038  0.00
O3 0.743 0.016 -5.453  -0.02
N1 -0.393 -0.257 -2.913  0.10
C6 0.701 -1.041 -2.293  -0.08
P1 0.314 -2.153 -0.886  0.46
O4 1.297 -3.205 -0.924  -0.23
O5 0.567 -1.352 0.477  -0.09
O6 -1.142 -2.816 -0.944  -0.10
C7 -1.290 -0.848 -3.598  -0.09
C8 -1.512 -2.280 -3.913  -0.11
O7 -0.334 -2.999 -4.098  -0.13
O8 -0.542 -4.295 -3.618  0.02
C9 -2.327 0.106 -4.197  -0.06
C10 -2.309 0.295 -5.721  -0.32
C11 -3.733 0.433 -6.274  0.01
F1 -1.492 1.283 -6.176  0.04
C12 -2.076 1.310 -3.263  -0.23
F2 -2.453 2.420 -3.958  0.13
C13 -3.127 1.311 -2.124  -0.39
F3 -4.321 1.279 -2.725  0.17
F4 -3.142 2.419 -1.427  0.21
C14 -3.160 0.142 -1.119  -0.58
F5 -4.088 0.428 -0.239  0.21
F6 -2.032 -0.017 -0.441  0.18
F7 -3.522 -0.987 -1.657  0.22
H1 -1.211 3.147 0.427  0.08
H2 0.345 4.035 0.196  0.10
H3 -1.196 4.738 -0.272  0.11
H4 -0.096 1.140 0.137  0.10
H5 0.890 2.758 -3.529  0.13
H6 -0.318 2.505 -4.723  0.13
H7 1.649 1.811 -5.592  0.14
H8 3.493 1.178 -4.588  0.09
H9 2.728 -0.254 -3.875  0.07
H10 2.607 1.329 -3.076  0.09
H11 1.462 -0.584 -5.686  0.11
H12 1.195 -1.622 -3.058  0.11
H13 1.454 -0.356 -1.923  0.10
H14 -0.261 -1.058 0.893  0.08
H15 -1.219 -3.347 -0.129  0.11
H16 -2.170 -2.742 -3.175  0.15
H17 -2.079 -2.309 -4.849  0.15
H18 -0.135 -4.834 -4.313  0.13
H19 -3.233 -0.480 -4.037  0.16
H20 -1.928 -0.636 -6.143  0.14
H21 -3.671 1.002 -7.196  0.10
H22 -4.431 0.838 -5.550  0.09
H23 -4.060 -0.565 -6.556  0.09
N2 6.325 -2.859 1.558  0.05
C15 5.657 -2.117 0.675  -0.15
C16 4.353 -2.370 0.282  -0.07
C17 3.699 -3.458 0.832  -0.08
C18 4.375 -4.245 1.751  -0.06
C19 5.678 -3.904 2.080  -0.15
H24 6.208 -1.275 0.266  0.10
H25 3.861 -1.730 -0.439  0.09
H26 2.681 -3.687 0.548  0.07
H27 3.902 -5.105 2.204  0.10
H28 6.244 -4.492 2.795  0.10
N3 -2.619 -3.544 2.991  0.05
C20 -3.387 -2.573 2.498  -0.18
C21 -3.719 -1.421 3.192  -0.08
C22 -3.232 -1.271 4.481  -0.07
C23 -2.435 -2.270 5.014  -0.06
C24 -2.158 -3.381 4.230  -0.15
H29 -3.748 -2.738 1.487  0.10
H30 -4.344 -0.663 2.737  0.10
H31 -3.468 -0.388 5.061  0.11
H32 -2.036 -2.192 6.016  0.11
H33 -1.536 -4.185 4.605  0.11
N4 -0.909 3.353 3.323  0.04
C25 -2.127 3.779 3.664  -0.16
C26 -2.363 4.870 4.484  -0.07
C27 -1.270 5.560 4.984  -0.06
C28 0.004 5.134 4.645  -0.07
C29 0.129 4.032 3.814  -0.16
H34 -2.953 3.208 3.252  0.09
H35 -3.374 5.170 4.723  0.07
H36 -1.410 6.418 5.629  0.11
H37 0.882 5.645 5.015  0.10
H38 1.107 3.667 3.520  0.10
N5 10.347 -6.558 2.015  0.05
C30 9.546 -5.597 1.556  -0.16
C31 9.191 -4.472 2.284  -0.09
C32 9.696 -4.338 3.567  -0.08
C33 10.529 -5.327 4.065  -0.08
C34 10.823 -6.410 3.250  -0.16
H39 9.173 -5.746 0.548  0.10
H40 8.537 -3.722 1.858  0.07
H41 9.443 -3.475 4.170  0.10
H42 10.943 -5.260 5.062  0.10
H43 11.473 -7.206 3.597  0.10
N6 -5.542 5.673 3.921  0.04
C35 -5.811 6.432 2.859  -0.14
C36 -6.599 6.019 1.796  -0.07
C37 -7.137 4.744 1.834  -0.08
C38 -6.869 3.938 2.928  -0.07
C39 -6.071 4.449 3.939  -0.16
H44 -5.367 7.421 2.871  0.11
H45 -6.785 6.681 0.961  0.10
H46 -7.757 4.384 1.023  0.11
H47 -7.270 2.936 2.997  0.10
H48 -5.839 3.854 4.817  0.11

Cartesian forces (eV/Å) of the 2 atoms listed first:
0.01 0.95 -0.27
-0.50 -0.25 -0.01